This record from the OMol25 dataset describes a molecular structure, C22H49F3N7O10SSr in a non-equilibrium geometry. The level of theory is ωB97M-V/def2-TZVPD.

Geometry as XYZ:
```
93
Properties=species:S:1:pos:R:3:lowdin_charge:R:1
Sr 10.21246 11.72672 10.67811 1.557
C 12.95100 10.16984 6.66559 -0.622
F 13.73966 11.16848 7.04212 0.123
F 13.03596 10.07972 5.31063 0.116
F 13.41946 9.10343 7.26887 0.145
S 11.07766 10.52544 7.13078 0.503
O 10.99368 10.93968 8.51760 -0.447
O 10.59766 11.55620 6.21029 -0.310
O 10.41396 9.25386 6.95643 -0.320
C 14.30516 9.43650 10.35991 0.030
C 13.75462 10.64720 11.10295 -0.502
O 12.59128 11.04350 10.99450 -0.081
N 14.59072 11.25368 11.96206 0.026
C 14.21512 12.23380 12.99385 -0.049
H 13.53626 8.75951 9.98765 0.070
H 14.84490 8.90690 11.14496 0.084
H 14.96194 9.71752 9.53664 0.088
H 15.55408 10.95900 11.88983 0.140
H 15.00814 12.98082 12.95950 0.079
H 14.19724 11.76860 13.97943 0.090
H 13.35690 12.88578 12.83118 0.062
C 6.52734 9.50554 11.66054 0.027
C 6.92924 10.79148 12.23660 -0.530
O 8.06794 11.21178 11.95170 -0.085
N 6.09940 11.41444 13.08708 0.046
C 6.39012 12.68744 13.78794 -0.038
H 7.32714 8.76552 11.68886 0.098
H 6.22892 9.75300 10.64181 0.084
H 5.59576 9.17270 12.11826 0.085
H 5.18469 11.02642 13.26830 0.140
H 5.61356 13.41294 13.54563 0.073
H 7.32348 13.16728 13.49356 0.076
H 6.40502 12.50168 14.86189 0.082
C 10.64610 7.33074 12.00527 0.033
C 10.53158 8.24406 10.73173 -0.512
O 10.03408 9.34067 10.87615 -0.125
N 10.78038 7.82218 9.51644 0.051
C 11.29940 6.51650 9.24669 -0.072
H 10.07687 7.59872 12.89537 0.077
H 11.68736 7.22312 12.30905 0.080
H 10.23512 6.34384 11.79259 0.071
H 10.65856 8.34724 8.66229 0.086
H 11.41732 6.48974 8.16342 0.097
H 10.67642 5.67394 9.54682 0.086
H 12.27128 6.35760 9.71392 0.086
C 9.37168 16.24206 11.47784 0.011
C 8.47108 15.04334 11.23676 -0.504
O 8.90494 13.88926 11.30387 -0.066
N 7.17062 15.32446 10.96772 0.010
C 6.16200 14.34738 10.63432 -0.046
H 10.42142 15.95440 11.41972 0.077
H 9.19753 16.73750 12.43299 0.087
H 9.03915 17.02184 10.79265 0.081
H 6.92086 16.27842 10.74940 0.141
H 6.52456 13.32416 10.73273 0.081
H 5.81614 14.58414 9.62812 0.085
H 5.47254 14.58456 11.44456 0.084
C 14.16020 13.97828 9.67303 0.026
C 12.66828 14.04228 9.39555 -0.489
O 11.87916 13.53680 10.22197 -0.106
N 12.29892 14.81738 8.38236 0.042
C 10.93440 15.02804 7.95409 -0.040
H 14.45508 13.96390 10.72229 0.070
H 14.80792 14.72916 9.22053 0.085
H 14.44090 12.95838 9.41018 0.082
H 13.07170 15.30596 7.95317 0.146
H 10.20539 14.57620 8.62676 0.073
H 10.81398 14.74360 6.90877 0.089
H 10.79016 16.10732 7.90463 0.089
C 7.25362 10.53076 7.86661 0.030
C 7.71010 11.96912 8.09191 -0.508
O 8.51636 12.24626 8.98780 -0.109
N 7.20204 12.86346 7.27125 0.033
C 7.51770 14.26660 7.23070 -0.048
H 7.93548 9.84718 8.37247 0.082
H 7.21226 10.30845 6.80033 0.093
H 6.27892 10.28624 8.28884 0.077
H 6.66430 12.56052 6.47176 0.151
H 7.80026 14.51948 8.25261 0.063
H 6.59764 14.79338 6.97754 0.094
H 8.35848 14.49788 6.57669 0.089
C 9.96072 11.31698 15.07115 0.012
C 10.61168 12.37180 14.24517 -0.552
O 10.81416 12.16534 13.05994 -0.064
N 10.76842 13.52210 14.89480 0.046
C 11.35290 14.73658 14.30683 -0.029
H 9.03730 11.67018 15.53011 0.085
H 10.52752 10.96208 15.93189 0.088
H 9.90664 10.41940 14.45511 0.091
H 10.41860 13.45824 15.84012 0.140
H 12.43570 14.62348 14.25316 0.078
H 11.16000 15.67598 14.82490 0.090
H 11.04348 14.92048 13.27798 0.061
```

- HOMO level (eV) = -11.282
- E (a.u.) = -2731.99045
- total charge = +1
- LUMO level (eV) = -1.66
- Kohn-Sham gap (eV) = 9.6